Computed, not measured: a molecular structure, C12H32FO4Rb2 at a distorted geometry, with wB97M-V/def2-TZVPD.

Values from the calculation:
Total charge = +1
Frontier orbital gap = 5.88 eV
Energy relative to the best compared isomer or geometry (same formula, charge and spin) = 157.1 kcal/mol

Each line ends with the Löwdin charge.
Element x y z (Å)
Rb1 1.32 -3.23 -3.16  0.93
Rb2 0.42 -3.12 4.81  0.93
F1 0.15 -0.86 0.76  -0.91
C1 2.24 4.15 2.47  -0.06
C2 2.17 3.46 3.85  -0.45
C3 0.79 3.54 4.52  -0.07
O1 2.32 2.05 3.64  -0.09
H1 2.34 5.24 2.51  0.08
H2 1.39 3.82 1.88  0.08
H3 3.09 3.93 1.83  0.07
H4 2.91 3.86 4.54  0.13
H5 0.54 4.60 4.52  0.08
H6 0.64 3.06 5.48  0.07
H7 0.03 2.99 3.96  0.07
H8 1.77 1.72 2.93  0.08
C4 -5.57 -3.51 1.87  -0.05
C5 -4.53 -4.45 1.21  -0.52
C6 -5.24 -5.74 0.82  -0.06
O2 -4.02 -3.92 0.04  -0.04
H9 -6.33 -3.00 1.27  0.09
H10 -4.93 -2.74 2.30  0.06
H11 -6.10 -3.94 2.72  0.07
H12 -3.61 -4.56 1.78  0.13
H13 -5.66 -6.30 1.65  0.08
H14 -4.52 -6.28 0.21  0.08
H15 -6.11 -5.55 0.18  0.09
H16 -3.48 -3.22 0.43  0.09
C7 8.39 0.34 -3.09  -0.06
C8 7.44 -0.53 -2.26  -0.45
C9 6.27 0.27 -1.54  -0.04
O3 6.85 -1.56 -3.05  -0.08
H17 9.12 -0.20 -3.70  0.08
H18 8.84 1.06 -2.41  0.08
H19 7.95 1.00 -3.83  0.08
H20 7.97 -1.05 -1.46  0.12
H21 6.15 0.13 -0.47  0.07
H22 5.27 0.06 -1.92  0.07
H23 6.60 1.29 -1.73  0.06
H24 6.66 -2.38 -2.58  0.08
C10 -4.39 1.20 -3.88  -0.07
C11 -3.89 2.10 -2.75  -0.52
C12 -4.57 1.74 -1.43  -0.07
O4 -2.52 2.01 -2.56  -0.02
H25 -5.47 1.18 -4.04  0.08
H26 -4.05 0.18 -3.74  0.07
H27 -3.82 1.41 -4.79  0.07
H28 -4.36 3.05 -3.01  0.13
H29 -5.66 1.66 -1.42  0.08
H30 -4.26 2.48 -0.69  0.08
H31 -4.20 0.81 -1.00  0.08
H32 -2.34 1.74 -1.66  0.09


Computed, not measured: 3 unconnected molecules or ions with the total composition C12H32N7O2 at a distorted geometry, with wB97M-V/def2-TZVPD.

Values from the calculation:
Total charge = +1
Frontier orbital gap = 7.41 eV

Each line ends with the Löwdin charge.
Element x y z (Å)
N1 1.84 -1.24 3.19  -0.01
C1 0.58 -0.97 2.45  -0.21
C2 -0.55 -0.66 3.52  -0.06
N2 -1.84 -1.37 3.38  -0.01
N3 -2.10 -2.67 3.30  0.15
C3 -3.43 -2.78 3.23  -0.09
N4 -4.06 -1.62 3.27  0.19
C4 -3.03 -0.73 3.37  -0.35
N5 -3.25 0.61 3.46  0.16
H1 2.09 -0.38 3.68  0.08
H2 1.67 -1.93 3.93  0.06
H3 0.40 -1.85 1.81  0.11
H4 0.82 -0.10 1.80  0.11
H5 -0.14 -0.93 4.51  0.13
H6 -0.73 0.43 3.56  0.13
H7 -1.39 -3.40 3.32  0.20
H8 -3.98 -3.72 3.15  0.15
H9 -3.12 1.05 4.36  0.12
H10 -3.49 1.15 2.64  0.12
C5 2.37 3.18 -2.63  -0.07
C6 3.36 2.20 -1.99  -0.43
C7 2.73 1.32 -0.89  -0.20
O1 2.51 1.99 0.34  -0.20
C8 1.35 2.79 0.39  -0.11
N6 4.52 2.94 -1.50  0.04
H11 2.19 4.05 -2.00  0.07
H12 2.77 3.55 -3.57  0.08
H13 1.42 2.69 -2.84  0.07
H14 3.70 1.52 -2.78  0.14
H15 3.43 0.51 -0.67  0.12
H16 1.80 0.85 -1.24  0.10
H17 0.53 2.35 -0.20  0.08
H18 1.56 3.80 0.04  0.08
H19 1.03 2.87 1.43  0.08
H20 5.22 2.28 -1.18  0.07
H21 4.23 3.43 -0.65  0.07
C9 -2.15 -2.03 -3.57  -0.07
C10 -0.67 -1.77 -3.30  -0.43
C11 -0.33 -1.67 -1.80  -0.21
O2 -0.70 -0.44 -1.19  -0.22
C12 -2.06 -0.36 -0.83  -0.11
N7 -0.25 -0.58 -4.04  0.05
H22 -2.76 -1.13 -3.46  0.07
H23 -2.29 -2.38 -4.59  0.08
H24 -2.55 -2.80 -2.90  0.08
H25 -0.12 -2.63 -3.70  0.14
H26 0.76 -1.72 -1.71  0.12
H27 -0.73 -2.52 -1.24  0.11
H28 -2.45 -1.32 -0.50  0.09
H29 -2.67 0.03 -1.65  0.08
H30 -2.14 0.35 0.00  0.07
H31 0.75 -0.47 -3.95  0.07
H32 -0.63 0.23 -3.55  0.07


Computed, not measured: 4 unconnected molecules or ions with the total composition C12H32O4 at a distorted geometry, with wB97M-V/def2-TZVPD.

Values from the calculation:
Frontier orbital gap = 10.59 eV
Energy relative to the best compared isomer or geometry (same formula, charge and spin) = 34.1 kcal/mol
SMILES = CC(C)O.CC(C)O.CC(C)O.CC(C)O

Each line ends with the Löwdin charge.
Element x y z (Å)
C1 17.83 15.34 13.15  -0.05
C2 17.77 14.03 12.29  -0.43
C3 16.62 14.08 11.20  -0.06
O1 18.91 13.94 11.45  -0.09
H1 18.14 16.21 12.57  0.07
H2 18.44 15.30 14.05  0.07
H3 16.82 15.56 13.48  0.07
H4 17.69 13.16 12.94  0.13
H5 15.70 14.08 11.78  0.07
H6 16.54 13.19 10.57  0.07
H7 16.65 14.93 10.52  0.08
H8 18.93 14.69 10.84  0.08
C4 24.71 11.11 13.05  -0.06
C5 24.03 12.06 14.05  -0.48
C6 24.15 13.51 13.67  -0.08
O2 22.62 11.80 13.99  -0.08
H9 24.44 10.08 13.30  0.08
H10 25.78 11.26 12.95  0.07
H11 24.25 11.31 12.08  0.08
H12 24.38 11.89 15.07  0.14
H13 23.64 14.09 14.44  0.08
H14 23.62 13.81 12.77  0.08
H15 25.19 13.82 13.56  0.08
H16 22.17 12.12 13.21  0.08
C7 20.66 6.87 19.42  -0.04
C8 21.11 8.18 18.68  -0.47
C9 22.43 8.75 19.19  -0.07
O3 21.21 7.89 17.28  -0.06
H17 21.50 6.18 19.36  0.07
H18 19.72 6.38 19.15  0.08
H19 20.66 7.24 20.45  0.07
H20 20.36 8.95 18.88  0.12
H21 23.31 8.15 18.96  0.08
H22 22.44 8.87 20.27  0.07
H23 22.57 9.75 18.78  0.07
H24 21.38 8.66 16.72  0.08
C10 27.31 15.47 8.04  -0.07
C11 28.02 16.12 9.22  -0.53
C12 29.38 15.53 9.44  -0.06
O4 28.07 17.50 8.94  -0.04
H25 27.91 15.58 7.13  0.08
H26 26.31 15.89 7.95  0.08
H27 27.04 14.44 8.24  0.08
H28 27.36 15.96 10.07  0.14
H29 29.91 16.19 10.14  0.08
H30 29.95 15.54 8.51  0.08
H31 29.44 14.48 9.71  0.08
H32 28.85 17.58 8.37  0.08


| no. | LUMO (eV) |
| --- | --- |
| 1 | -3.6 |
| 2 | -3.6 |
| 3 | 0.6 |